Record 1
C10H21BN2O3 | the ωB97M-V functional and the def2-TZVPD basis

The geometry in XYZ format:
```
37
Properties=species:S:1:pos:R:3:forces:R:3:lowdin_charge:R:1
O -1.043 -0.066 -1.756 0.9 -0.2 -0.4 0.04
O 1.378 -1.934 -1.495 -0.9 0.9 -0.2 0.16
O 3.579 -1.205 -1.849 0.1 -1.1 0.4 0.18
B 2.268 -0.906 -1.682 -0.6 0.4 -1.1 -0.64
C -0.549 0.421 -0.744 1.2 -0.1 0.6 -0.38
N 0.816 0.685 -0.644 -2.9 0.9 1.0 -0.03
N -2.885 0.611 -0.052 -0.2 0.3 -0.2 0.04
C -1.692 -2.433 0.434 0.8 -2.0 0.6 -0.09
C 1.435 1.490 0.426 0.2 -0.5 -0.2 -0.12
C 2.321 2.459 -0.353 -0.2 0.7 -0.8 -0.15
C -2.619 -0.224 2.487 0.1 -0.3 1.0 -0.08
C -0.790 -1.631 1.347 -0.1 0.1 0.5 -0.22
C 2.720 1.711 -1.655 -0.1 0.3 -0.1 -0.11
C -1.304 -0.226 1.708 0.1 -0.3 -0.3 -0.32
C 1.670 0.589 -1.811 1.3 -0.9 0.1 -0.15
C -1.499 0.664 0.447 -0.8 0.3 -0.6 -0.27
H 0.492 -1.502 -1.619 0.5 -0.9 0.2 0.09
H 3.603 -2.184 -1.748 0.5 0.8 -0.2 0.13
H -3.214 -0.326 -0.271 0.4 0.1 0.1 0.07
H -2.972 1.118 -0.935 0.2 -0.1 0.4 0.09
H -1.241 -3.461 0.261 -0.5 1.1 0.2 0.10
H -1.785 -1.992 -0.519 -0.2 0.6 -1.1 0.04
H -2.676 -2.584 0.860 -0.3 0.0 0.1 0.07
H 2.033 0.808 1.068 -0.2 0.4 -0.2 0.14
H 0.698 2.013 1.051 0.1 -0.3 -0.2 0.12
H 3.204 2.765 0.204 -0.1 0.1 0.1 0.11
H 1.739 3.372 -0.630 0.4 -0.6 0.4 0.12
H -3.480 -0.411 1.856 0.1 -0.2 0.0 0.06
H -2.634 -0.957 3.329 0.2 0.5 -0.6 0.09
H -2.790 0.771 2.902 0.0 0.0 0.1 0.08
H 0.166 -1.486 0.855 0.3 -0.2 0.0 0.09
H -0.602 -2.216 2.272 -0.1 0.4 -0.3 0.12
H 2.770 2.367 -2.546 -0.2 -0.2 0.6 0.12
H 3.718 1.296 -1.553 0.1 -0.2 0.0 0.10
H -0.502 0.224 2.317 -0.3 0.0 -0.1 0.13
H 1.056 0.680 -2.703 0.0 0.0 -0.1 0.15
H -1.389 1.700 0.741 0.3 0.4 0.3 0.13
```
Forces are in eV/Å.

Results
Structure (SMILES): CC[C@H](C)[C@H](N)C(=O)N1CCC[C@H]1B(O)O
Gap between HOMO and LUMO, eV: 9.72
LUMO energy, Ha: 0.0209

Record 2
C52H62N10O7S2Ti | the ωB97M-V functional and the def2-TZVPD basis

The geometry in XYZ format:
```
134
Properties=species:S:1:pos:R:3:forces:R:3:mulliken_spin:R:1
Ti -0.126 -0.815 -0.197 -0.2 0.7 1.1 0.02
C 0.794 -3.642 -0.513 -0.3 0.0 0.1 0.01
N 0.483 -3.915 0.875 0.0 0.1 0.0 0.00
C -0.055 -5.241 1.124 0.0 0.0 0.0 0.00
C 0.771 -3.047 1.879 -0.1 0.1 0.1 -0.01
N 0.601 -1.746 1.740 0.3 -0.2 0.1 0.01
C 1.411 -0.931 2.614 0.0 -0.2 0.0 0.04
C 2.767 -1.093 2.469 0.0 -0.1 0.0 -0.01
C 3.696 -0.366 3.227 0.0 0.0 0.0 0.00
C 3.243 0.516 4.159 0.0 0.0 0.0 0.00
C 1.855 0.695 4.377 0.0 0.0 0.0 0.01
C 1.454 1.575 5.412 0.0 0.0 0.0 0.00
C 0.131 1.742 5.693 0.0 0.0 0.0 0.00
C -0.831 1.063 4.937 0.0 0.0 0.0 0.00
C -0.502 0.219 3.882 -0.1 0.0 0.2 0.02
N -1.503 -0.262 3.085 0.2 0.1 -0.4 0.00
C -2.730 -0.435 3.460 -0.2 -0.2 -0.1 0.00
N -3.759 0.007 2.691 0.0 0.0 0.2 0.00
C -5.018 -0.693 2.550 0.0 0.0 0.1 0.00
C -3.605 1.191 1.865 0.0 -0.1 0.1 -0.02
N -3.123 -1.163 4.574 0.1 0.1 0.2 0.00
C -2.144 -2.000 5.230 0.0 -0.1 0.0 0.00
C -4.127 -0.612 5.470 0.0 -0.1 0.0 0.00
C 0.897 -0.011 3.589 0.0 -0.1 0.1 -0.03
N 1.230 -3.671 3.020 0.0 0.1 0.0 0.00
C 1.042 -3.184 4.368 0.0 0.1 -0.1 0.00
C 2.253 -4.691 2.905 0.0 0.0 0.0 0.00
H 1.734 -4.126 -0.797 0.0 0.1 0.0 0.00
H 0.926 -2.576 -0.673 0.4 -0.3 -0.1 0.02
H -0.018 -3.984 -1.150 0.0 0.0 0.0 0.00
H -0.956 -5.357 0.522 0.0 0.0 0.0 0.00
H -0.305 -5.351 2.175 0.0 0.0 0.0 0.00
H 0.663 -6.021 0.847 0.0 0.0 0.0 0.00
H 3.119 -1.782 1.710 0.0 0.0 0.0 0.00
H 4.755 -0.509 3.056 0.0 0.0 0.0 0.00
H 3.934 1.100 4.756 0.0 0.0 0.0 0.00
H 2.218 2.100 5.971 0.0 0.0 0.0 0.00
H -0.187 2.412 6.482 0.0 0.0 0.0 0.00
H -1.884 1.245 5.125 0.0 0.0 0.0 0.00
H -4.941 -1.690 2.978 0.0 0.0 0.0 0.00
H -5.254 -0.777 1.487 0.0 0.0 0.0 0.00
H -5.844 -0.161 3.035 0.0 0.0 0.0 0.00
H -2.592 1.566 1.966 -0.1 0.0 0.1 0.01
H -3.798 0.970 0.813 0.0 0.1 0.1 0.00
H -4.314 1.959 2.192 0.0 0.0 -0.1 0.00
H -1.641 -2.616 4.485 -0.1 0.1 0.1 0.00
H -2.665 -2.655 5.930 0.0 0.0 0.0 0.00
H -1.397 -1.422 5.787 0.0 0.0 0.0 0.00
H -4.707 0.156 4.969 0.0 0.0 0.0 0.00
H -3.650 -0.160 6.349 0.0 0.0 0.0 0.00
H -4.806 -1.396 5.813 0.0 0.0 0.0 0.00
H 0.292 -2.405 4.388 0.0 0.0 0.0 0.00
H 1.971 -2.777 4.781 0.0 0.0 0.0 0.00
H 0.710 -4.012 5.003 0.0 0.0 0.0 0.00
H 2.527 -4.844 1.865 0.0 0.0 0.0 0.00
H 1.924 -5.646 3.327 0.0 0.0 0.0 0.00
H 3.147 -4.365 3.449 0.0 0.0 0.0 0.00
N -3.667 -3.442 -2.487 -0.1 0.0 0.1 0.00
C -2.879 -3.298 -1.383 0.0 0.0 -0.1 0.00
O -2.155 -4.209 -1.000 0.0 0.0 0.1 0.00
C -3.065 -1.992 -0.658 0.0 0.1 0.1 0.01
C -1.998 -1.597 0.360 -0.2 -0.6 -0.2 0.02
H -3.418 -4.197 -3.104 0.0 0.0 0.0 0.00
H -3.975 -2.594 -2.936 0.1 0.0 0.0 0.00
H -4.037 -2.112 -0.156 0.0 0.1 0.0 0.00
H -3.220 -1.198 -1.392 0.0 -0.1 0.0 0.00
H -1.917 -2.375 1.125 0.1 0.1 0.1 0.00
H -2.368 -0.699 0.869 0.2 0.0 0.0 0.01
C 5.187 -2.516 -2.443 0.0 0.0 0.0 0.06
C 5.439 -1.692 -1.352 0.0 0.0 -0.1 -0.04
C 4.416 -1.002 -0.725 -0.1 0.0 0.1 0.08
C 3.091 -1.137 -1.168 0.1 -0.1 -0.1 -0.12
C 2.848 -1.959 -2.276 0.0 0.0 -0.1 0.08
C 3.881 -2.636 -2.902 0.0 0.0 0.0 -0.04
N 2.015 -0.471 -0.580 -0.3 0.1 0.3 0.17
N 2.387 0.543 0.200 0.3 0.1 -0.2 0.50
C 1.361 1.355 0.613 -0.1 0.0 0.0 -0.06
C 1.722 2.479 1.386 0.0 0.0 0.0 0.12
C 0.784 3.441 1.677 0.0 0.0 0.0 -0.06
C -0.520 3.326 1.178 0.0 0.0 0.0 0.10
C -0.899 2.194 0.478 0.0 0.0 -0.1 -0.05
C 0.002 1.152 0.249 0.3 0.0 -0.1 0.12
H 5.993 -3.049 -2.930 0.0 0.0 0.0 0.01
H 6.454 -1.582 -0.988 0.0 0.0 0.0 0.00
H 4.606 -0.349 0.115 0.0 0.0 0.0 0.01
H 1.838 -2.038 -2.661 0.0 0.0 0.0 0.01
H 3.663 -3.261 -3.760 0.0 0.0 0.0 0.00
H 2.747 2.557 1.730 0.0 0.0 0.0 0.00
H 1.062 4.301 2.276 0.0 0.0 0.0 0.00
H -1.238 4.118 1.355 0.0 0.0 0.0 0.00
H -1.907 2.115 0.085 0.1 0.0 -0.1 0.00
C 6.576 2.405 -1.480 0.0 0.0 0.0 0.00
C 5.300 2.537 -2.268 0.0 0.0 0.0 0.02
C 4.114 2.899 -1.649 -0.1 0.0 0.0 -0.01
C 2.938 3.041 -2.375 0.0 -0.1 0.0 0.00
C 2.965 2.820 -3.739 0.0 0.1 -0.1 0.00
C 4.142 2.446 -4.382 0.0 0.0 0.0 0.00
C 5.299 2.302 -3.644 0.0 0.0 0.0 0.00
S 1.507 3.059 -4.713 0.0 0.0 -0.1 0.00
O 1.895 3.758 -5.906 0.0 -0.1 0.0 0.00
O 0.485 3.566 -3.851 0.0 0.0 0.1 0.00
N 1.057 1.563 -5.215 0.1 0.1 0.1 0.00
C 0.751 0.532 -4.215 -0.2 0.0 0.1 0.00
C -0.702 0.610 -3.729 0.1 -0.1 0.1 0.01
C -1.062 -0.723 -3.123 -0.1 0.1 -0.1 -0.01
O -1.741 -1.551 -3.676 0.1 -0.1 0.0 0.00
O -0.480 -0.967 -1.943 -0.2 0.1 -1.1 -0.01
H 6.397 2.560 -0.417 0.0 0.0 0.0 0.00
H 7.312 3.139 -1.814 0.0 0.0 0.0 0.00
H 7.012 1.414 -1.615 0.0 0.0 0.0 0.00
H 4.096 3.061 -0.579 0.0 0.0 0.1 -0.01
H 2.008 3.314 -1.893 0.0 0.0 0.0 0.00
H 4.146 2.291 -5.453 0.0 0.0 0.0 0.00
H 6.218 2.003 -4.136 0.0 0.0 0.0 0.00
H 1.689 1.266 -5.946 -0.1 -0.1 0.0 0.00
H 1.439 0.575 -3.363 0.0 0.0 0.0 0.01
H 0.907 -0.426 -4.714 0.1 0.0 0.0 0.00
H -1.364 0.789 -4.573 0.0 0.0 0.0 0.00
H -0.832 1.399 -2.989 0.0 0.0 0.0 0.00
O -5.128 6.322 -5.993 0.0 0.0 0.0 0.00
C -5.235 4.974 -6.173 0.0 0.1 -0.1 0.00
O -5.693 4.577 -7.215 0.0 0.0 0.0 0.00
C -4.785 4.109 -5.064 0.0 -0.1 0.1 0.00
C -4.320 4.580 -3.831 0.0 0.0 0.0 0.00
C -3.960 3.714 -2.822 0.0 -0.1 0.0 0.00
C -4.048 2.315 -2.980 0.0 0.1 -0.1 0.00
S -3.660 1.225 -1.698 0.0 0.0 -0.1 0.00
C -4.474 1.854 -4.244 0.0 0.0 0.1 0.00
C -4.841 2.724 -5.246 0.0 0.0 -0.1 0.00
H -4.706 6.497 -5.145 0.0 0.0 0.0 0.00
H -4.226 5.644 -3.627 0.0 0.0 0.0 0.00
H -3.601 4.100 -1.876 0.0 0.0 0.0 0.00
H -4.512 0.784 -4.408 0.0 0.0 0.0 0.00
H -5.185 2.355 -6.204 0.0 0.0 0.0 0.00
```
Forces are in eV/Å.

Results
⟨S²⟩: 0.773
2S+1: 2
Gap between HOMO and LUMO (alpha / beta), eV: 5.98 / 5.79
LUMO energy (alpha / beta), Ha: 0.0703 / 0.0633
Charge: -1

Record 3
H2N2O2 | the ωB97M-V functional and the def2-TZVPD basis

The geometry in XYZ format:
```
6
Properties=species:S:1:pos:R:3:forces:R:3:lowdin_charge:R:1
N -3.548 -0.115 0.084 2.6 0.9 -0.5 0.08
N -0.156 -0.564 0.408 0.8 -1.1 -2.4 0.00
O -2.462 0.256 -0.133 -3.0 -0.7 0.4 -0.08
O 0.436 0.493 -0.259 -0.3 0.8 2.7 -0.12
H -0.180 -0.410 1.414 0.4 1.4 0.0 0.04
H 0.779 0.302 -1.135 -0.6 -1.2 -0.1 0.09
```
Forces are in eV/Å.

Results
Gap between HOMO and LUMO (alpha / beta), eV: 9.72 / 8.38
LUMO energy (alpha / beta), Ha: 0.0125 / -0.0095

Sequential ΔE to the lowest compared entry with this formula, charge and spin output: 0.0, 0.0, 85.1 kcal per mole